Here is the molecule C8H7NOP2 in a non-equilibrium geometry from the OMol25 dataset. Energies are from the ωB97M-V functional and the def2-TZVPD basis.

Summary:
DFT total energy, Eh: -1121.66282
Maximum force, eV/A: 3.338
LUMO level, eV: -0.101
HOMO-LUMO gap, eV: 8.3
Structure (SMILES): O=c1[pH]nc(-c2ccccc2)[pH]1
ΔE to the lowest compared entry with this formula, charge and spin, eV: 0.0000

The geometry in ORCA input format:
```
! wB97M-V def2-TZVPD RIJCOSX def2/J DEFGRID3
* xyz 0 1
O -1.9001 3.4442 -2.4744
C -1.6304 2.3403 -2.1548
P -0.6843 1.0865 -3.4738
N -0.1076 0.1544 -2.2337
C -0.5342 0.2206 -1.0251
C -0.0220 -0.4433 0.1605
C 1.3694 -0.6071 0.2453
C 1.9689 -1.0644 1.4015
C 1.2353 -1.6346 2.4039
C -0.1337 -1.4693 2.3059
C -0.8020 -0.9580 1.1952
P -2.0514 1.3606 -0.6704
H 0.5874 1.7247 -3.8143
H 2.0350 -0.2556 -0.6220
H 2.9321 -1.4546 1.3964
H 1.6974 -1.9822 3.4237
H -0.7843 -2.0477 2.9931
H -1.9012 -0.8426 1.0637
H -1.2744 2.4282 -0.1208
*
```


Here is a 2-piece molecular cluster, C4H12OS2 overall in a non-equilibrium geometry from the OMol25 dataset. Energies are from the ωB97M-V functional and the def2-TZVPD basis.

Summary:
DFT total energy, Eh: -1031.19397
Maximum force, eV/A: 2.124
LUMO level, eV: 0.826
HOMO-LUMO gap, eV: 9.5
Structure (SMILES): CCSSCC.O
ΔE to the lowest compared entry with this formula, charge and spin, eV: 0.6488

The geometry in ORCA input format:
```
! wB97M-V def2-TZVPD RIJCOSX def2/J DEFGRID3
* xyz 0 1
C -1.1776 2.4510 0.6270
C -0.4494 2.2092 1.9075
S 0.4786 0.6582 2.0638
S -0.7161 -0.9470 1.8225
C -0.5874 -1.5399 0.0637
C -1.9571 -2.1745 -0.2812
H -2.0905 1.8983 0.4131
H -0.4171 2.2806 -0.1429
H -1.4605 3.4885 0.4348
H -0.9885 2.2181 2.8656
H 0.3387 2.9299 2.1457
H -0.2862 -0.7513 -0.6120
H 0.0291 -2.4344 0.1158
H -1.7894 -2.7585 -1.1988
H -2.7498 -1.4826 -0.5523
H -2.2576 -2.9186 0.4525
O 5.3704 -0.6527 -3.3076
H 6.0645 -1.2944 -3.1765
H 4.6461 -1.1801 -3.6407
*
```


Here is a 3-piece molecular cluster, C33H61Br2F3N8O8PSSi overall in a non-equilibrium geometry from the OMol25 dataset. Energies are from the ωB97M-V functional and the def2-TZVPD basis.

Summary:
DFT total energy, Eh: -8809.87076
Maximum force, eV/A: 7.612
LUMO level, eV: -3.530
HOMO-LUMO gap, eV: 6.5

The geometry in ORCA input format:
```
! wB97M-V def2-TZVPD RIJCOSX def2/J DEFGRID3
* xyz 1 1
C -0.8254 3.8027 5.7834
C -0.3015 3.6184 4.2072
Br 0.5334 5.2173 3.3592
C -0.4516 2.3183 3.5061
Br -1.2649 0.8245 4.6339
C 0.0317 2.0211 1.9312
N 1.5515 2.2858 1.9894
C -0.6004 3.0474 0.8322
C -1.6380 2.3939 -0.2538
C -0.8037 1.7364 -1.5010
C -1.7401 1.6965 -2.8867
C -1.3079 0.4274 -3.8868
F -1.9880 0.6261 -5.2210
F 0.1587 0.2509 -4.0044
F -1.9365 -0.7979 -3.3054
P -2.5189 3.9145 -1.1020
N -1.2108 4.7822 -2.0214
O -3.0509 5.0820 0.0673
N -2.5752 1.4703 0.4733
C -3.4748 2.1397 1.4683
C -4.5136 1.1338 2.2815
O -4.1607 0.1310 3.0866
N -6.0364 1.3706 2.1748
C -6.7862 0.3609 3.0589
C -6.2191 2.6953 2.9453
C -1.6933 0.3878 1.0668
N -2.1641 -0.9197 0.9884
C -3.4387 -1.3800 0.3357
C -4.0719 -2.6502 1.2064
O -3.0923 -3.7787 1.1015
Si -2.8940 -4.5829 2.6553
C -4.5613 -5.2679 3.4008
C -1.6745 -6.1140 2.5621
C -2.1482 -3.4192 4.0369
N -0.3272 0.5744 1.6883
C 0.7638 -0.2161 1.0070
C 1.8173 -0.9249 2.1007
C 3.3545 -0.4769 1.6166
C 4.4528 -1.6470 1.9957
S 5.9439 -1.7148 0.8610
C 7.5030 -1.2884 1.8675
N 8.5296 -0.1919 1.6431
N 9.4067 -0.3486 2.7059
C 9.0381 -1.5258 3.6041
O 7.7864 -2.1326 3.0500
H -2.0042 3.6478 5.8333
H -0.2323 3.1417 6.5451
H -0.6599 4.9435 6.0916
H 1.7859 3.2250 1.6067
H 1.8416 2.2710 3.0012
H 0.1781 3.6780 0.2169
H -1.2317 3.8475 1.4544
H 0.1320 2.4460 -1.7148
H -0.4124 0.6530 -1.3583
H -1.5911 2.6642 -3.5502
H -2.8882 1.4922 -2.6360
H -1.6263 5.6660 -2.3886
H -0.4756 5.0892 -1.3262
H -2.2631 5.5919 0.4547
H -4.2141 2.9347 0.9683
H -2.9244 2.7535 2.3203
H -6.7596 -0.7327 2.6437
H -6.4981 0.4531 4.2020
H -7.9285 0.7025 3.0005
H -7.3439 2.9882 3.0917
H -5.7550 2.6153 4.0415
H -5.6842 3.6014 2.4335
H -1.5554 -1.6886 1.4038
H -3.1271 -1.8621 -0.7113
H -4.2191 -0.5492 0.0830
H -4.2131 -2.4129 2.3435
H -5.0372 -3.0159 0.6534
H -4.2556 -6.1413 4.1425
H -5.1862 -5.7244 2.5111
H -5.1354 -4.4467 4.0129
H -0.5879 -5.6861 2.8088
H -1.9070 -6.8993 3.4030
H -1.7166 -6.5707 1.4691
H -1.4447 -2.5742 3.5931
H -1.4948 -4.0678 4.7714
H -2.9901 -2.8995 4.6839
H 0.3657 -1.1572 0.3861
H 1.3707 0.4028 0.1843
H 1.6163 -0.5892 3.2052
H 1.8018 -2.1104 1.9610
H 3.4225 -0.3113 0.4524
H 3.6890 0.5522 2.1062
H 3.9322 -2.7155 1.9333
H 4.7958 -1.5053 3.1059
H 9.6274 -1.8950 4.5462
O 5.1934 0.6153 -0.8729
C 4.7348 0.6612 -2.0105
O 5.3632 1.3714 -2.9744
C 5.0142 1.3425 -4.3695
C 3.8916 2.3169 -4.6671
C 3.4220 0.0076 -2.3312
H 4.7888 0.3232 -4.6980
H 5.9101 1.6514 -4.9191
H 2.9780 2.0570 -4.1257
H 3.6673 2.3311 -5.7372
H 4.1691 3.3278 -4.3511
H 2.6078 0.6737 -2.0335
H 3.3522 -0.9257 -1.7643
H 3.3084 -0.2639 -3.3789
O 2.4696 0.5468 -6.2682
C 2.1750 -0.6333 -6.4331
O 3.1315 -1.5886 -6.4054
C 2.8734 -3.0036 -6.4049
C 2.6842 -3.5201 -7.8175
C 0.7643 -1.0294 -6.7592
H 2.0340 -3.2505 -5.7474
H 3.7574 -3.4793 -5.9662
H 1.8196 -3.0595 -8.3028
H 2.5428 -4.6043 -7.8156
H 3.5572 -3.2790 -8.4328
H 0.5920 -0.8922 -7.8301
H 0.0841 -0.3825 -6.1969
H 0.5159 -2.0505 -6.4764
*
```


Here is a 2-piece molecular cluster, CH3Cl2OP overall in a non-equilibrium geometry from the OMol25 dataset. Energies are from the ωB97M-V functional and the def2-TZVPD basis.

Summary:
DFT total energy, Eh: -1376.85573
Maximum force, eV/A: 2.407
LUMO level, eV: -2.313
HOMO-LUMO gap, eV: 8.0
ΔE to the lowest compared entry with this formula, charge and spin, eV: 2.8959

The geometry in ORCA input format:
```
! wB97M-V def2-TZVPD RIJCOSX def2/J DEFGRID3
* xyz 0 1
C 0.0135 -0.1702 -0.1196
O -0.0597 0.5010 1.0910
P -1.6734 -0.5744 -0.8332
Cl -2.4926 -1.4643 0.7061
Cl -2.6840 1.9161 0.0517
H 0.5743 0.3912 -0.8775
H 0.5277 -1.1232 0.0662
H -0.6844 1.2445 0.9905
*
```